Arrangement one

Formula: C7H12N2
Source: OMol25
Level of theory: ωB97M-V/def2-TZVPD

Summary:
LUMO: 0.980 eV
highest occupied orbital energy: -8.9077 eV
orbital gap: 9.89 eV
SMILES: N[C@H]1[C@H]2C[C@@H]1[C@@H]1NC[C@@H]21

Structure (ORCA input):
```
! wB97M-V def2-TZVPD RIJCOSX def2/J DEFGRID3
* xyz 0 1
C 1.298 -0.170 -0.556
C 0.585 -0.673 0.799
C 0.795 0.860 1.216
C 0.537 1.220 -0.230
C -0.885 0.569 -0.540
C -2.314 -0.883 -0.063
C -0.927 -0.442 0.536
H 3.235 -0.178 -1.361
H 2.981 -1.264 -0.117
H 0.944 -0.551 -1.479
H 0.973 -1.595 1.243
H 1.895 0.993 1.427
H 0.121 1.384 1.906
H 0.769 2.222 -0.582
H -0.728 0.141 -1.502
H -2.953 0.825 -1.175
H -2.932 -1.279 0.720
H -2.304 -1.487 -0.931
H -1.391 -0.019 1.472
N 2.699 -0.356 -0.493
N -2.399 0.685 -0.291
*
```


Arrangement two

Formula: C7H12N2
Source: OMol25
Level of theory: ωB97M-V/def2-TZVPD

Summary:
LUMO: 0.753 eV
highest occupied orbital energy: -8.8069 eV
orbital gap: 9.56 eV

Structure (ORCA input):
```
! wB97M-V def2-TZVPD RIJCOSX def2/J DEFGRID3
* xyz 0 1
C -3.724 0.581 0.353
C -2.306 0.067 0.343
C -1.178 0.281 -0.690
C 0.235 0.330 -0.283
C 0.942 -0.568 0.394
C 2.176 -0.088 0.722
C 2.816 0.931 -0.209
H -4.137 -0.520 0.490
H -4.061 1.363 1.576
H -3.995 1.096 -0.812
H -2.067 -0.488 1.396
H -2.544 -1.255 -1.298
H -1.630 0.848 -1.594
H 0.794 1.338 -0.274
H 0.581 -1.740 0.553
H 2.776 -0.103 1.714
H 2.542 1.258 -1.199
H 3.241 2.048 0.276
H 3.362 -1.207 -1.102
N -1.857 -1.196 -0.412
N 3.482 -0.496 -0.089
*
```


Which structure is the most stable? The one labeled arrangement one.


Arrangement one

Formula: C5H5N
Source: OMol25
Level of theory: ωB97M-V/def2-TZVPD

Summary:
LUMO: -1.275 eV
highest occupied orbital energy: -9.7467 eV
orbital gap: 8.47 eV

Structure (ORCA input):
```
! wB97M-V def2-TZVPD RIJCOSX def2/J DEFGRID3
* xyz 0 1
C -1.185 0.285 1.279
C 1.432 -0.481 -0.470
C -2.179 -0.295 0.683
C -2.366 -1.217 -0.277
C 2.523 -0.766 0.449
N 0.620 -0.156 -1.206
H -2.029 -2.235 -0.207
H -2.236 -0.909 -1.322
H 3.092 -1.595 0.058
H 2.037 -0.999 1.382
H 3.151 0.075 0.652
*
```


Arrangement two

Formula: C5H5N
Source: OMol25
Level of theory: ωB97M-V/def2-TZVPD

Summary:
LUMO (spin up / spin down): 0.323 / 0.329 eV
highest occupied orbital energy (spin up / spin down): -7.9750 / -7.9653 eV
orbital gap (spin up / spin down): 8.30 / 8.29 eV

Structure (ORCA input):
```
! wB97M-V def2-TZVPD RIJCOSX def2/J DEFGRID3
* xyz 0 1
C -1.525 -0.356 0.232
C 0.149 1.589 0.454
C -0.117 1.585 -0.847
C -0.419 0.370 -0.111
C 0.990 -1.546 0.067
N -2.400 -1.044 0.509
H 0.426 2.171 1.283
H -0.199 2.156 -1.822
H 1.515 -1.393 0.894
H 1.528 -1.343 -0.863
H 0.053 -2.189 0.204
*
```


Which structure is the most stable? The one labeled arrangement one.


Arrangement one

Formula: C24H33B3BrN5O6
Source: OMol25
Level of theory: ωB97M-V/def2-TZVPD

Summary:
LUMO: 0.144 eV
highest occupied orbital energy: -8.2150 eV
orbital gap: 8.36 eV
SMILES: CC[C@@H](Br)B1OB(CCOC(C)=O)OB(N=C=O)O1.c1cc[nH]c1.c1cc[nH]c1.c1cc[nH]c1.c1cc[nH]c1

Structure (ORCA input):
```
! wB97M-V def2-TZVPD RIJCOSX def2/J DEFGRID3
* xyz 0 1
C 4.538 -0.673 -0.213
C 4.308 -1.287 -1.656
C 2.837 -1.838 -1.868
Br 2.327 -3.240 -0.565
B 1.714 -0.697 -1.786
O 0.832 -0.576 -2.907
B -0.349 0.110 -2.536
C -1.825 -0.469 -2.769
C -2.130 -1.743 -1.851
O -1.260 -1.842 -0.710
C -1.686 -1.151 0.407
C -3.085 -0.501 0.623
O -0.904 -1.084 1.330
O -0.263 1.420 -1.948
B 0.879 1.387 -1.118
N 1.446 2.702 -0.677
C 0.970 2.918 0.445
O 0.391 3.253 1.386
O 1.533 0.205 -0.704
H 5.622 -0.775 0.077
H 4.318 0.437 -0.249
H 3.878 -1.125 0.575
H 4.996 -2.184 -1.736
H 4.638 -0.584 -2.473
H 2.812 -2.307 -2.894
H -1.926 -0.824 -3.841
H -2.614 0.331 -2.663
H -3.225 -1.833 -1.642
H -1.879 -2.629 -2.507
H -3.254 -0.256 1.707
H -3.925 -1.205 0.338
H -3.230 0.449 0.030
N -6.841 0.492 1.183
C -7.101 0.067 -0.093
C -7.511 1.151 -0.825
C -7.493 2.276 0.040
C -7.073 1.839 1.269
H -6.528 -0.094 1.938
H -6.974 -0.969 -0.368
H -7.792 1.139 -1.867
H -7.757 3.291 -0.212
H -6.921 2.367 2.197
N 3.848 1.638 2.792
C 5.180 1.862 2.568
C 5.730 2.342 3.728
C 4.690 2.407 4.692
C 3.543 1.963 4.086
H 3.195 1.288 2.110
H 5.619 1.660 1.604
H 6.763 2.616 3.870
H 4.774 2.740 5.715
H 2.538 1.852 4.461
N 4.645 2.912 -2.420
C 5.897 2.769 -1.886
C 6.761 2.468 -2.908
C 6.002 2.434 -4.106
C 4.701 2.714 -3.773
H 3.812 3.130 -1.898
H 6.064 2.893 -0.828
H 7.821 2.294 -2.807
H 6.368 2.227 -5.100
H 3.812 2.789 -4.380
N -4.105 -3.366 2.770
C -5.384 -3.753 3.071
C -5.647 -4.911 2.385
C -4.481 -5.239 1.647
C -3.546 -4.269 1.907
H -3.647 -2.545 3.129
H -5.995 -3.171 3.743
H -6.574 -5.463 2.411
H -4.342 -6.090 0.998
H -2.535 -4.143 1.553
*
```


Arrangement two

Formula: C24H33B3BrN5O6
Source: OMol25
Level of theory: ωB97M-V/def2-TZVPD

Summary:
LUMO: 0.177 eV
highest occupied orbital energy: -8.1994 eV
orbital gap: 8.38 eV

Structure (ORCA input):
```
! wB97M-V def2-TZVPD RIJCOSX def2/J DEFGRID3
* xyz 0 1
C 4.399 -0.643 -0.291
C 4.148 -1.226 -1.680
C 2.725 -1.753 -1.878
Br 2.254 -3.167 -0.609
B 1.620 -0.641 -1.753
O 0.733 -0.480 -2.810
B -0.403 0.189 -2.426
C -1.853 -0.359 -2.677
C -2.121 -1.606 -1.825
O -1.236 -1.685 -0.705
C -1.609 -1.020 0.410
C -2.980 -0.433 0.584
O -0.818 -0.939 1.303
O -0.269 1.429 -1.788
B 0.846 1.381 -0.993
N 1.419 2.656 -0.499
C 1.005 2.881 0.629
O 0.540 3.165 1.668
O 1.479 0.207 -0.668
H 5.447 -0.738 -0.035
H 4.180 0.422 -0.304
H 3.785 -1.097 0.475
H 4.809 -2.083 -1.790
H 4.436 -0.532 -2.464
H 2.675 -2.186 -2.866
H -1.955 -0.661 -3.718
H -2.609 0.406 -2.536
H -3.173 -1.705 -1.590
H -1.882 -2.455 -2.451
H -3.153 -0.187 1.617
H -3.761 -1.137 0.309
H -3.136 0.466 -0.004
N -6.767 0.456 1.076
C -6.995 0.003 -0.196
C -7.422 1.062 -0.950
C -7.449 2.202 -0.103
C -7.038 1.797 1.138
H -6.450 -0.106 1.843
H -6.835 -1.031 -0.451
H -7.686 1.025 -1.994
H -7.737 3.203 -0.374
H -6.915 2.344 2.057
N 3.765 1.614 2.741
C 5.088 1.855 2.488
C 5.658 2.332 3.637
C 4.638 2.377 4.626
C 3.484 1.925 4.043
H 3.104 1.261 2.073
H 5.505 1.667 1.513
H 6.690 2.616 3.757
H 4.741 2.701 5.647
H 2.491 1.800 4.439
N 4.558 2.754 -2.300
C 5.813 2.546 -1.798
C 6.636 2.222 -2.843
C 5.847 2.240 -4.024
C 4.571 2.575 -3.656
H 3.750 3.002 -1.755
H 6.011 2.645 -0.744
H 7.687 1.999 -2.770
H 6.178 2.033 -5.028
H 3.674 2.698 -4.239
N -3.928 -3.282 2.755
C -5.199 -3.702 3.045
C -5.416 -4.874 2.371
C -4.229 -5.173 1.649
C -3.330 -4.174 1.908
H -3.501 -2.446 3.109
H -5.834 -3.134 3.703
H -6.324 -5.453 2.393
H -4.056 -6.025 1.014
H -2.320 -4.020 1.565
*
```


Which structure is the most stable? The one labeled arrangement two.


Arrangement one

Formula: CdI
Source: OMol25
Level of theory: ωB97M-V/def2-TZVPD

Summary:
LUMO: -9.878 eV
highest occupied orbital energy: -13.4739 eV
orbital gap: 3.60 eV

Structure (ORCA input):
```
! wB97M-V def2-TZVPD RIJCOSX def2/J DEFGRID3
* xyz 1 1
Cd -1.208 -1.364 1.562
I 1.208 1.364 -1.562
*
```


Arrangement two

Formula: CdI
Source: OMol25
Level of theory: ωB97M-V/def2-TZVPD

Summary:
LUMO: -8.568 eV
highest occupied orbital energy: -14.6460 eV
orbital gap: 6.08 eV

Structure (ORCA input):
```
! wB97M-V def2-TZVPD RIJCOSX def2/J DEFGRID3
* xyz 1 1
Cd -0.661 0.916 0.882
I 0.661 -0.916 -0.882
*
```


Which structure is the most stable? The one labeled arrangement two.